1.
21
Properties=species:S:1:pos:R:3:forces:R:3:lowdin_charge:R:1 method="wB97M-V/def2-TZVPD" homo_lumo_gap_ev=9.918
C 1.9869 -0.1729 0.5836 0.0 -0.1 0.1 -0.1099
C 1.2303 0.5374 -0.5036 0.2 -0.1 -0.5 -0.2143
C 0.5825 -0.0275 -1.5222 0.0 0.1 0.2 -0.1893
C 0.4389 -1.4939 -1.7873 0.1 -0.2 0.0 -0.1082
H 1.9572 0.4029 1.5136 0.0 -0.1 -0.1 0.0665
H 3.0442 -0.3015 0.3273 -0.1 0.0 0.0 0.0794
H 1.5702 -1.1611 0.7992 0.1 0.1 0.0 0.0632
H 1.2400 1.6231 -0.4549 0.0 -0.1 0.0 0.1009
H 0.0616 0.6288 -2.2174 0.1 0.0 0.1 0.1023
H 0.7414 -1.7287 -2.8128 0.0 0.0 0.1 0.0725
H -0.5995 -1.8370 -1.6814 0.2 0.2 0.0 0.0699
H 1.0586 -2.0893 -1.1122 -0.1 0.0 -0.1 0.0659
C -1.7280 1.9862 0.9687 0.0 0.1 -0.3 -0.0116
C -1.0368 0.8724 1.1594 -0.6 0.4 0.5 -0.2665
C -1.5207 -0.5158 0.8975 0.0 -0.2 0.0 -0.1008
H -1.3017 2.9618 1.1696 0.0 -0.1 0.2 0.0505
H -2.7189 1.9889 0.5418 -0.2 -0.1 -0.1 0.0524
H -0.0791 0.9894 1.6328 0.3 -0.2 0.1 0.0689
H -2.1550 -0.5567 0.0100 0.0 0.0 0.1 0.0805
H -2.0920 -0.9144 1.7410 0.0 0.1 0.0 0.0794
H -0.6802 -1.1922 0.7472 -0.1 0.0 -0.1 0.0483

---

2.
104
Properties=species:S:1:pos:R:3:forces:R:3:lowdin_charge:R:1 method="wB97M-V/def2-TZVPD" charge=+1 homo_lumo_gap_ev=8.730
C -0.3865 2.8094 -6.4259 -0.6 -1.0 0.0 0.0183
C 0.7981 1.9458 -6.8147 -0.3 0.8 0.1 -0.5159
O 1.8873 2.3922 -6.9879 0.5 -0.2 0.0 0.1499
O 0.5272 0.5962 -6.9241 -0.4 0.1 0.4 -0.0254
C 1.2776 -0.1773 -5.9987 0.4 -0.1 0.2 -0.1623
C 0.8872 0.0981 -4.5226 -0.1 -0.7 -0.2 -0.1138
C 0.1146 -1.0649 -3.8627 0.2 -0.6 0.3 -0.1193
C 0.6639 -1.4346 -2.4907 0.2 1.2 0.7 -0.1794
N -0.2355 -2.4530 -1.7649 0.8 -1.1 0.0 0.1657
C -0.4296 -2.0270 -0.3509 0.5 -1.0 3.6 -0.3791
C -0.2666 -3.2382 0.6342 0.2 0.3 -1.4 -0.0198
C -1.7952 -1.4298 0.0604 -0.5 1.1 -1.1 -0.0898
C -2.8246 -1.3621 -1.0833 0.1 -0.1 0.1 -0.1665
C -3.9230 -0.3296 -0.8225 -0.2 -0.6 0.2 -0.0739
C -4.9170 -0.2781 -1.9755 0.0 0.4 0.3 -0.4329
F -6.0031 -1.0386 -1.7235 -0.1 -0.2 0.1 0.1373
F -4.3607 -0.7679 -3.1128 0.2 0.1 -0.2 0.1131
C -5.4820 1.1303 -2.3328 -0.5 0.2 -1.1 -0.5636
F -6.0867 1.0341 -3.5180 0.0 -0.1 0.0 0.1797
F -6.3867 1.5456 -1.4605 0.3 0.0 0.5 0.1825
F -4.5393 2.0953 -2.4750 -0.2 -0.9 0.0 0.0113
C 0.8529 -1.1913 -0.1321 -0.3 1.2 -1.2 -0.2313
C 1.0869 -0.5391 1.2360 -0.5 0.5 -1.1 -0.0971
C 2.3937 0.2860 1.1900 -0.4 -0.4 -0.6 -0.0410
C 3.1083 0.3887 2.5369 -0.6 0.8 -0.7 -0.4300
F 2.2070 0.0920 3.5059 0.3 -0.4 0.4 0.1170
F 4.1371 -0.4697 2.6125 0.1 -0.1 0.1 0.1468
C 3.5578 1.8613 2.8357 -0.7 -0.3 0.6 -0.3437
F 3.9516 2.5018 1.7254 0.5 -0.2 -0.1 0.1561
F 2.4267 2.4865 3.2385 -0.1 0.1 -0.1 0.1373
C 4.5769 1.9982 4.0150 0.0 0.2 0.0 -0.3347
F 4.2681 3.1245 4.6816 0.4 0.3 -0.2 0.1608
F 4.3996 1.0063 4.8970 -0.2 -0.4 -0.3 0.1729
C 6.0842 1.9999 3.5858 0.0 -0.1 0.0 -0.3323
F 6.2541 1.3342 2.4268 -0.5 0.1 -0.2 0.1564
F 6.7656 1.2976 4.4967 0.2 0.4 0.3 0.1776
C 6.7047 3.4252 3.3915 0.8 -0.1 -0.3 -0.3295
F 7.6896 3.2814 2.4823 0.1 -0.1 0.0 0.1600
F 5.8297 4.2817 2.8381 -0.4 0.0 0.4 0.1670
C 7.3977 4.0140 4.6622 0.7 -0.8 -0.2 -0.3475
F 6.7397 3.7174 5.7896 -0.5 0.5 0.0 0.1741
F 8.5794 3.3648 4.7594 0.1 0.1 -0.1 0.1591
C 7.7486 5.5231 4.5689 -0.1 0.3 0.7 -0.3405
F 8.4149 5.7939 3.4441 -0.2 -0.3 -0.3 0.1802
F 8.5998 5.7661 5.5798 -0.2 -0.1 0.2 0.1655
C 6.5262 6.5182 4.7074 0.9 1.0 -0.6 -0.5381
F 6.8274 7.4345 5.6218 -0.3 -0.3 0.4 0.1879
F 6.3907 7.1897 3.5588 -0.3 -0.4 -0.1 0.1724
F 5.3833 5.9212 4.9988 0.0 -0.1 0.2 0.1927
C 0.8495 -0.2976 -1.4230 0.0 -0.6 0.1 -0.1865
C -0.1878 0.8473 -1.4996 0.9 -0.3 0.9 -0.1274
C 0.3636 2.1530 -2.0493 -0.8 -0.2 -0.4 -0.2579
N -0.3497 2.9346 -2.7376 0.1 0.1 0.0 0.1239
H -0.8345 3.2705 -7.3074 0.2 0.1 0.0 0.0951
H -0.1161 3.5543 -5.6804 0.3 0.1 -0.2 0.0840
H -1.1532 2.1599 -5.9913 0.0 0.1 -0.1 0.0755
H 2.3490 0.0101 -6.1144 -0.1 0.2 -0.2 0.1253
H 1.1222 -1.2262 -6.2564 -0.2 0.1 -0.1 0.1234
H 1.8258 0.2659 -3.9871 -0.2 0.2 0.1 0.1249
H 0.2627 0.9847 -4.4418 0.3 0.2 -0.1 0.0904
H 0.1686 -1.9630 -4.4898 0.0 0.1 0.0 0.1227
H -0.9524 -0.8527 -3.7313 0.1 0.2 -0.2 0.1125
H 1.6380 -1.9280 -2.4707 -0.1 0.0 -0.8 0.1603
H 0.3689 -3.2741 -1.6661 -0.2 -0.1 -0.1 0.1629
H -1.0314 -2.8415 -2.2770 -0.3 0.7 0.0 0.1823
H 0.7805 -3.5577 0.5963 -0.2 -0.5 0.1 0.1016
H -0.4782 -2.8942 1.6425 -0.1 -0.1 0.0 0.0982
H -0.9558 -4.0236 0.3265 0.1 -0.2 0.4 0.0262
H -2.2373 -2.0054 0.8718 0.2 -0.1 -0.1 0.1264
H -1.6905 -0.4119 0.4490 0.3 -0.2 0.0 0.1126
H -2.3450 -1.1075 -2.0324 0.0 -0.1 0.1 0.0827
H -3.2790 -2.3541 -1.1947 0.0 0.1 -0.2 0.1202
H -4.4646 -0.6324 0.0785 -0.1 0.2 -0.1 0.1496
H -3.5231 0.6616 -0.6335 0.2 -0.1 -0.1 0.0256
H 1.7441 -1.8223 -0.2835 -0.4 -0.4 0.0 0.1508
H 1.0870 -1.3286 1.9837 0.0 0.2 0.2 0.1248
H 0.2696 0.1725 1.3916 0.0 -0.3 0.6 0.1112
H 3.0365 -0.1528 0.4203 0.4 0.1 0.4 0.1345
H 2.1355 1.2753 0.8056 0.1 0.0 0.2 0.1232
H 1.8657 0.1012 -1.4979 -0.2 0.1 -0.4 0.1386
H -1.0759 0.5477 -2.0584 0.1 0.2 -0.1 0.1033
H -0.5220 1.0382 -0.4719 0.0 0.2 -0.2 0.0662
H 1.3999 2.4578 -1.8871 0.0 -0.3 0.3 0.1216
H -1.2883 2.5370 -2.8334 -0.1 0.2 -0.1 0.0485
C -2.6039 -6.9065 -0.3999 -0.2 0.1 0.2 -1.6076
Br -0.8401 -6.4427 -1.0387 0.0 -0.1 -0.1 0.5854
Br -2.7123 -6.7884 1.5165 0.0 0.1 -0.1 0.5784
Br -3.9654 -5.8429 -1.2582 0.1 0.0 0.0 0.5706
H -2.7813 -7.9375 -0.6737 0.1 0.0 0.0 -0.0217
C -2.6070 4.1207 1.0506 -0.2 0.1 0.1 -1.5829
Br -0.7669 3.5446 1.1457 0.0 0.0 0.0 0.6100
Br -2.7410 6.0234 0.8105 0.0 -0.2 0.0 0.6209
Br -3.6083 3.1658 -0.3037 0.6 0.7 0.6 0.7509
H -3.0564 3.8865 2.0057 0.0 0.0 0.0 -0.0260
C -5.7553 -5.9747 4.7008 0.0 0.0 -0.1 -1.6119
Br -3.9948 -6.6133 5.1581 0.0 0.0 0.0 0.5598
Br -5.6601 -4.4684 3.4967 0.1 -0.1 0.1 0.5205
Br -6.8610 -7.3887 4.0017 0.1 0.1 0.0 0.5714
H -6.2185 -5.6260 5.6131 0.0 0.0 0.0 -0.0248
C -9.6420 -6.0012 1.1303 0.0 0.0 0.0 -1.6363
Br -8.0961 -6.4904 0.0821 -0.1 0.0 0.1 0.5353
Br -9.2242 -4.6068 2.3929 -0.1 0.0 -0.1 0.5389
Br -11.1418 -5.5325 0.0166 0.1 0.0 0.1 0.5872
H -9.9277 -6.8733 1.7015 0.0 0.0 0.0 -0.0292

---

3.
23
Properties=species:S:1:pos:R:3:forces:R:3:lowdin_charge:R:1 method="wB97M-V/def2-TZVPD" charge=+1 homo_lumo_gap_ev="5.973 / 8.764"
C 1.5875 0.3187 1.4399 0.2 -0.4 -2.0 0.0160
C 1.1019 -0.4431 -0.8530 -1.0 -1.9 -1.4 -0.0555
C -0.0040 1.6149 -0.1810 3.4 1.6 1.9 0.0010
C -0.6177 -0.5244 0.8025 -0.7 0.5 1.9 -0.3824
C -3.3273 0.0506 -0.4911 0.1 -0.6 0.0 -1.3849
N 0.5020 0.3005 0.3071 0.2 -1.4 -0.2 -0.4582
O -2.9190 0.1084 -1.7612 0.9 -0.2 -0.9 -0.2451
P -0.1790 -2.2048 1.3600 0.2 0.4 0.2 0.8893
I -4.3447 -1.7615 -0.0522 0.1 0.3 0.3 0.7990
I -4.1093 1.8933 0.1407 0.1 -0.4 0.0 0.8592
H 1.1139 0.3824 2.4238 0.1 0.4 -0.4 0.1012
H 1.9468 -0.7527 1.2910 0.4 1.9 0.8 0.0656
H 2.2902 1.1677 1.1599 -0.6 -1.3 0.7 0.1317
H 0.3151 -0.7709 -1.6403 1.0 0.9 1.6 0.1432
H 1.8759 0.0650 -1.3912 0.3 0.9 0.1 0.0963
H 1.5869 -1.3757 -0.5039 -0.5 0.5 0.0 0.0806
H -0.2272 2.2551 0.7167 0.3 -0.6 -0.8 0.1242
H 0.9609 2.0399 -0.7069 -2.6 -0.3 0.5 0.1541
H -0.9258 1.4572 -0.6620 -0.7 -0.1 -1.4 0.0400
H -1.1493 0.0624 1.5990 0.3 -0.5 -0.9 0.0905
H -2.4864 -0.7220 -2.0904 -0.8 0.7 0.6 0.1099
H -1.2095 -2.3663 2.2884 -0.3 0.0 0.0 -0.0767
H -0.7237 -2.9322 0.3278 -0.4 -0.5 -0.6 -0.0991

---

4.
53
Properties=species:S:1:pos:R:3:forces:R:3:lowdin_charge:R:1 method="wB97M-V/def2-TZVPD" charge=-1 homo_lumo_gap_ev="7.457 / 7.559" spin_multiplicity=3
Pd 0.1651 0.7022 0.3022 0.0 0.2 -0.2 0.8352
O 0.6091 2.0624 -3.4275 0.1 0.0 0.1 -0.3330
S 0.1675 1.5650 -2.1510 -0.4 0.1 0.3 0.2328
O -1.2659 1.2770 -2.0322 0.3 0.1 -0.1 -0.3830
O 0.5609 2.4780 -0.9917 -0.1 0.0 0.0 -0.5069
O 0.9122 0.2803 -1.7509 0.1 -0.4 0.0 -0.5611
Br -3.8422 0.3883 6.8569 0.0 0.0 0.0 0.7009
C -3.1680 -0.7036 5.4520 0.0 0.0 0.0 -0.6787
C -3.4348 -2.0626 5.4757 0.0 0.0 0.0 -0.1418
C -2.9421 -2.8590 4.4510 0.0 0.0 0.0 -0.0775
C -2.1970 -2.2988 3.4250 0.0 0.0 0.0 -0.0186
C -1.9419 -0.9336 3.4174 0.0 0.0 0.0 -0.1253
C -2.4292 -0.1250 4.4375 0.0 0.0 0.0 -0.0634
C -1.1294 -0.3220 2.3082 0.0 0.0 0.2 -0.6369
O -0.9258 0.9170 2.3158 0.0 0.1 0.0 -0.0728
O -0.6702 -1.0768 1.4157 0.1 -0.2 -0.1 -0.0749
H -4.0182 -2.4884 6.2804 0.0 0.0 0.0 0.0933
H -3.1459 -3.9222 4.4584 0.0 0.0 0.0 0.1012
H -1.8041 -2.8991 2.6161 0.0 0.0 0.0 0.1154
H -2.2220 0.9355 4.4132 0.0 0.0 0.0 0.1130
C 5.9627 -1.2533 -0.5711 0.0 0.0 0.0 -0.1974
Si 4.3263 -1.9360 -1.1966 0.0 0.0 0.0 0.3805
C 4.4542 -3.8077 -1.3069 0.0 0.0 0.0 -0.1892
C 3.8857 -1.2055 -2.8545 0.0 0.0 0.0 -0.1813
C 2.9729 -1.4893 0.0262 0.0 0.0 -0.1 -0.5363
Te 2.8443 0.6278 0.2800 -0.1 0.1 0.0 1.4341
C 3.8261 0.6878 2.1854 0.1 -0.2 0.0 -0.5703
Si 3.7008 2.3832 2.9832 -0.1 0.0 0.1 0.3756
C 4.0283 3.7034 1.6958 0.0 0.0 0.0 -0.1979
C 1.9914 2.5938 3.7100 0.1 0.0 0.0 -0.1748
C 4.9903 2.4866 4.3472 0.0 0.1 0.0 -0.1915
H 6.7853 -1.5200 -1.2388 0.0 0.0 0.0 0.0257
H 6.2002 -1.6471 0.4205 0.0 0.0 0.0 0.0281
H 5.9257 -0.1631 -0.5092 0.0 0.0 0.0 0.0128
H 5.2177 -4.1034 -2.0309 0.0 0.0 0.0 0.0246
H 3.5036 -4.2388 -1.6278 0.0 0.0 0.0 0.0290
H 4.7163 -4.2479 -0.3423 0.0 0.0 0.0 0.0247
H 4.6674 -1.3749 -3.5986 0.0 0.0 0.0 0.0287
H 3.7079 -0.1310 -2.7745 0.0 0.0 0.0 0.0238
H 2.9555 -1.6416 -3.2245 0.0 0.0 0.0 0.0413
H 3.0884 -1.9348 1.0152 0.1 0.1 0.0 0.0173
H 1.9915 -1.7830 -0.3519 0.0 0.0 0.0 0.0105
H 4.8744 0.4258 2.0146 0.0 0.0 0.0 0.0022
H 3.3934 -0.0789 2.8321 -0.1 0.0 0.0 0.0162
H 3.1951 3.7772 0.9918 0.0 0.0 0.0 0.0273
H 4.9336 3.4868 1.1233 0.0 0.0 0.0 0.0315
H 4.1566 4.6829 2.1624 0.0 0.0 0.0 0.0290
H 1.2167 2.3977 2.9645 0.0 0.0 0.0 0.0144
H 1.8467 3.6071 4.0922 0.0 0.0 0.0 0.0323
H 1.8313 1.8998 4.5388 0.0 0.0 0.0 0.0345
H 6.0019 2.3462 3.9601 0.0 0.0 0.0 0.0249
H 4.8129 1.7307 5.1151 0.0 0.0 0.0 0.0263
H 4.9498 3.4678 4.8278 0.0 0.0 0.0 0.0256

---

5.
12
Properties=species:S:1:pos:R:3:forces:R:3:lowdin_charge:R:1 method="wB97M-V/def2-TZVPD" homo_lumo_gap_ev=10.211 smiles=COPOC
C 1.3560 1.6081 -0.2127 1.6 -1.7 1.0 -0.1197
O 1.5504 0.1037 -0.1493 -0.8 2.1 0.0 -0.5222
P 0.4141 -0.8009 -0.8954 1.3 -0.7 0.8 0.8150
O -0.4149 -1.3100 0.4094 -1.2 0.2 1.0 -0.4494
C -1.7789 -0.9023 0.6007 0.5 2.3 -3.8 -0.1668
H 0.4462 2.0226 0.3494 1.1 -0.9 -1.1 0.0875
H 1.3789 1.7492 -1.3289 0.0 1.0 1.4 0.0714
H 2.3061 1.8763 0.4038 -1.7 0.4 -1.6 0.1045
H 1.3687 -1.8976 -0.8181 -0.8 0.2 -0.4 -0.0166
H -2.1073 -0.2925 1.4309 1.1 0.6 0.3 0.0766
H -2.3739 -1.7162 0.6317 -1.7 -3.2 0.4 0.0240
H -2.1453 -0.4404 -0.4215 0.6 -0.2 2.0 0.0955

---

6.
7
Properties=species:S:1:pos:R:3:forces:R:3:lowdin_charge:R:1 method="wB97M-V/def2-TZVPD" charge=-1 homo_lumo_gap_ev=6.703
Rb -1.2341 -1.7320 0.2726 -0.3 0.0 -1.0 0.8953
F -1.8214 -1.8999 -2.5026 0.0 -0.2 0.9 -0.9325
B 0.6073 0.7219 0.4515 0.4 0.3 0.0 -0.5413
H -0.4478 0.8278 1.0549 -0.4 -0.1 0.2 -0.1128
H 1.5332 0.5976 1.2383 0.1 0.0 0.2 -0.0758
H 0.5921 -0.2310 -0.2878 0.2 -0.1 -0.3 -0.1606
H 0.7706 1.7155 -0.2268 0.0 0.2 0.0 -0.0722

---

7.
9
Properties=species:S:1:pos:R:3:forces:R:3:lowdin_charge:R:1 method="wB97M-V/def2-TZVPD" charge=-2 homo_lumo_gap_ev="6.298 / 4.085" spin_multiplicity=3
Pt 22.4057 15.1628 16.5039 -0.2 -0.2 0.0 0.7312
Cl 19.5489 16.9610 17.1976 1.0 -0.7 -0.2 -0.7126
Cl 23.6529 17.0219 13.6364 -0.3 -0.5 0.8 -0.7109
Cl 21.7265 12.1187 14.9611 0.2 1.0 0.5 -0.4118
O 25.1681 13.0280 20.1164 -0.2 -0.2 0.9 0.0664
C 24.4172 13.7051 19.2180 -1.7 1.6 -2.0 -0.9354
O 24.9408 14.2135 18.2610 4.0 0.8 -3.1 -0.0349
O 23.1966 13.8870 19.3099 -2.8 -1.3 2.7 -0.0777
H 24.5532 13.0087 20.8534 0.0 -0.5 0.5 0.0856